Molecular formula: C2H10NSi
Method: DFT, ωB97M-V with the def2-TZVPD basis set

Positions of all 14 atoms, in Å:
C1 -1.960 -0.077 -0.062
N1 -0.626 0.495 0.390
C2 0.461 -0.364 -0.191
Si1 2.328 0.136 -0.002
H1 -2.874 0.420 0.339
H2 -2.198 -0.064 -1.253
H3 -2.205 -1.094 0.243
H4 -0.343 1.388 -0.026
H5 -0.506 0.431 1.417
H6 0.198 -0.325 -1.215
H7 0.243 -1.425 0.103
H8 2.528 0.618 1.357
H9 2.325 1.164 -1.064
H10 2.630 -1.303 -0.037

total charge: +1
E_LUMO: -0.136 hartree
SMILES: C[NH2+]C[SiH3]
energy relative to the best compared isomer or geometry (same formula, charge and spin): 306.6 kJ/mol
multiplicity: 1
HOMO-LUMO gap: 12.00 eV
E_HOMO: -15.69 eV

=====

Molecular formula: C2H10O2S
Method: DFT, ωB97M-V with the def2-TZVPD basis set

Positions of all 15 atoms, in Å:
C1 1.038 -1.472 -1.410
S1 1.962 -0.303 -0.451
C2 1.559 -0.804 1.232
H1 0.011 -1.057 -1.426
H2 1.405 -1.509 -2.433
H3 1.015 -2.458 -0.970
H4 2.493 -1.193 1.626
H5 0.779 -1.551 1.196
H6 1.224 0.051 1.824
H7 -1.256 1.580 2.028
H8 -2.373 2.628 1.946
O1 -1.829 2.040 1.412
H9 -2.809 0.176 -0.824
H10 -3.855 0.661 0.155
O2 -3.763 0.282 -0.730

total charge: +1
E_LUMO (spin up / spin down): -0.134 / -0.319 hartree
energy relative to the best compared isomer or geometry (same formula, charge and spin): 0.0 kJ/mol
multiplicity: 2
HOMO-LUMO gap (spin up / spin down): 10.19 / 5.17 eV
E_HOMO (spin up / spin down): -13.84 / -13.84 eV

=====

Molecular formula: C2H10O3Rb
Method: DFT, ωB97M-V with the def2-TZVPD basis set

Positions of all 16 atoms, in Å:
Rb1 -1.007 -5.013 -2.506
O1 0.771 -6.986 -1.353
H1 0.184 -7.440 -0.749
H2 1.515 -7.580 -1.457
O2 -2.813 -6.992 -1.027
H3 -3.017 -7.768 -0.505
H4 -2.712 -7.323 -1.919
C1 2.128 -3.144 -1.717
C2 1.594 -3.058 -0.306
O3 0.198 -3.478 -0.313
H5 2.411 -4.115 -2.124
H6 3.030 -2.532 -1.694
H7 1.559 -2.621 -2.485
H8 1.720 -2.023 0.012
H9 2.227 -3.650 0.355
H10 -0.038 -3.422 0.616

total charge: +1
E_LUMO: -0.126 hartree
energy relative to the best compared isomer or geometry (same formula, charge and spin): 28.7 kJ/mol
multiplicity: 1
HOMO-LUMO gap: 10.61 eV
E_HOMO: -14.04 eV

=====

Molecular formula: C2H10O4
Method: DFT, ωB97M-V with the def2-TZVPD basis set

Positions of all 16 atoms, in Å:
C1 -1.660 1.653 2.069
C2 -0.521 1.135 1.573
O1 -0.419 0.602 0.326
H1 -1.676 1.970 3.103
H2 -2.406 1.990 1.357
H3 0.180 0.789 2.342
H4 -0.800 -0.308 0.335
H5 -2.184 -2.537 -0.443
H6 -0.652 -2.485 -0.440
O2 -1.437 -1.967 -0.169
H7 0.980 1.216 -0.845
H8 1.437 1.855 -2.208
O3 1.616 1.162 -1.560
H9 1.381 -2.222 -1.832
H10 2.054 -0.893 -1.159
O4 2.106 -1.838 -1.320

total charge: -1
E_LUMO (spin up / spin down): 0.129 / 0.123 hartree
energy relative to the best compared isomer or geometry (same formula, charge and spin): 82.1 kJ/mol
multiplicity: 2
HOMO-LUMO gap (spin up / spin down): 2.87 / 10.10 eV
E_HOMO (spin up / spin down): 0.63 / -6.74 eV

=====

Molecular formula: C2H10O4
Method: DFT, ωB97M-V with the def2-TZVPD basis set

Positions of all 16 atoms, in Å:
C1 -1.992 0.036 2.879
C2 -2.226 0.297 1.594
O1 -1.296 0.085 0.597
H1 -2.325 0.757 3.604
H2 -1.243 -0.684 3.192
H3 -3.182 0.590 1.151
H4 -0.550 -0.309 1.090
O2 2.063 1.386 -4.020
H5 2.562 0.726 -4.520
H6 1.482 0.854 -3.468
O3 0.791 -1.638 1.014
H7 0.959 -2.586 1.037
H8 1.002 -1.367 0.115
O4 1.466 0.046 -1.020
H9 1.935 0.867 -1.218
H10 0.718 0.354 -0.494

total charge: 0
E_LUMO: 0.022 hartree
SMILES: C=CO.O.O.O
energy relative to the best compared isomer or geometry (same formula, charge and spin): 140.7 kJ/mol
multiplicity: 1
HOMO-LUMO gap: 9.24 eV
E_HOMO: -8.64 eV

=====

Molecular formula: C2H10O4
Method: DFT, ωB97M-V with the def2-TZVPD basis set

Positions of all 16 atoms, in Å:
O1 -0.172 -0.167 0.649
C1 -1.013 0.745 0.881
C2 -1.807 1.431 -0.190
H1 -1.360 0.902 2.061
H2 -1.670 2.522 0.145
H3 -1.436 1.075 -1.072
H4 -2.855 1.197 0.126
H5 1.106 -2.872 -0.297
H6 -0.410 -3.598 -0.175
O2 0.363 -3.401 -0.714
H7 0.370 0.990 -1.233
H8 1.299 0.969 -2.476
O3 0.876 1.560 -1.862
H9 1.962 -1.047 1.775
H10 2.111 0.117 0.867
O4 2.636 -0.422 1.517

total charge: +1
E_LUMO (spin up / spin down): -0.253 / -0.394 hartree
energy relative to the best compared isomer or geometry (same formula, charge and spin): 294.9 kJ/mol
multiplicity: 2
HOMO-LUMO gap (spin up / spin down): 7.98 / 4.04 eV
E_HOMO (spin up / spin down): -14.87 / -14.75 eV